Entry 1:
Molecular formula: C4H5Cl3N3
Method: DFT, the ωB97M-V functional and the def2-TZVPD basis

```
! wB97M-V def2-TZVPD RIJCOSX def2/J DEFGRID3
* xyz 1 1
C 2.05078 -0.93219 0.56803
C 0.16644 -1.19607 -0.66039
C -0.26947 0.25613 -0.52591
C 0.58306 0.77764 0.74221
N 1.74046 0.16746 1.09317
N 1.27098 -1.65789 -0.28205
N -1.73249 0.42099 -0.42826
Cl -1.02920 -2.35483 -1.01945
Cl 1.04887 2.41920 0.10319
Cl -0.51757 1.02715 2.18860
H 3.01448 -1.28031 0.75759
H -0.06223 0.89013 -1.34736
H -2.08454 1.09508 -1.15395
H -1.90066 0.79285 0.54487
H -2.27890 -0.42536 -0.58028
*
```

Values from the calculation:
- Structure (SMILES): [NH3+][C@@H]1C(Cl)=NC=NC1(Cl)Cl
- E_HOMO: -14.475 eV

=====

Entry 2:
Molecular formula: C9H11NO
Method: DFT, the ωB97M-V functional and the def2-TZVPD basis

```
! wB97M-V def2-TZVPD RIJCOSX def2/J DEFGRID3
* xyz 0 1
C -3.07307 0.16632 -0.64372
C -1.84376 -1.02419 0.99993
C -0.81781 0.81377 -0.20665
C 0.66837 0.44206 -0.16019
C 1.55845 1.43845 0.17964
C 2.85153 1.05249 0.23430
C 3.34777 -0.19423 -0.12172
C 2.39604 -1.11060 -0.51829
C 1.03210 -0.74994 -0.52653
H -3.65313 -0.65186 -0.83122
H -2.90619 0.70038 -1.84885
H -3.51680 0.84637 0.28002
H -0.88713 -1.50394 1.44068
H -2.60930 -1.74279 0.79203
H -2.27675 -0.29250 1.81212
H 1.29119 2.40218 0.32569
H 3.85992 1.78844 0.76332
H 4.44330 -0.35546 -0.00324
H 2.65509 -2.24633 -0.81665
H 0.37071 -1.55666 -0.73919
N -1.70772 -0.23168 -0.22246
O -1.18282 2.00973 -0.18899
*
```

Values from the calculation:
- E_HOMO: -9.427 eV

=====

Entry 3:
Molecular formula: C20H38Br4Cl3CoGeN4O7P3S2
Method: DFT, the ωB97M-V functional and the def2-TZVPD basis

```
! wB97M-V def2-TZVPD RIJCOSX def2/J DEFGRID3
* xyz -1 1
Co -0.14568 -0.16178 0.14438
Br 5.58492 0.09383 3.75050
C 3.77239 -0.03039 3.23098
C 2.77244 -0.20178 4.17681
Br 3.20090 -0.30865 6.01416
C 1.43484 -0.29270 3.76505
Br 0.03710 -0.54320 5.00369
C 1.08920 -0.20614 2.42528
O -0.15037 -0.31546 1.96373
C 2.10994 -0.02893 1.46284
O 1.73638 0.00429 0.19310
C 3.42731 0.05112 1.87688
Br 4.73628 0.21814 0.52390
C 3.13080 2.06777 -2.33973
N 2.27220 0.94620 -2.67780
C 2.97423 -0.28164 -3.03686
P 0.65677 0.89038 -2.62029
O -0.05883 -0.12614 -1.79725
O 0.31496 2.38603 -2.10894
P -0.43635 2.81099 -0.73610
O -0.08816 1.95025 0.42326
N -1.99596 2.84609 -1.15511
C -2.92934 3.18082 -0.07877
C -2.57402 2.77940 -2.48539
N 0.08488 4.34447 -0.43566
C -0.27072 5.41232 -1.35217
C 1.35810 4.53029 0.25314
N 0.08669 0.72640 -4.14139
C 0.69771 1.41092 -5.26362
C -1.10007 -0.06354 -4.45501
H 3.78542 1.80038 -1.50893
H 2.54330 2.93253 -2.05567
H 3.74771 2.33112 -3.20648
H 3.62846 -0.58360 -2.21768
H 3.56757 -0.12598 -3.94418
H 2.26656 -1.09115 -3.20709
H -2.48149 2.93955 0.88412
H -3.83353 2.58498 -0.20706
H -3.18643 4.24718 -0.09705
H -1.81805 2.50572 -3.21654
H -3.01122 3.74405 -2.76935
H -3.36330 2.02391 -2.48785
H -1.17292 5.15224 -1.90291
H 0.53211 5.60644 -2.07347
H -0.46191 6.33297 -0.79611
H 1.61194 3.62989 0.80809
H 1.28228 5.36186 0.95692
H 2.16405 4.75285 -0.45554
H 1.56933 1.97533 -4.93707
H -0.01300 2.10466 -5.72341
H 1.01344 0.69209 -6.02514
H -1.51131 -0.49873 -3.54822
H -0.83905 -0.86810 -5.14684
H -1.86288 0.56542 -4.92367
Cl 1.96957 -3.21248 1.16287
Ge 0.26848 -2.54771 -0.08478
Cl 1.02521 -3.10868 -2.09703
Cl -0.97502 -4.33682 0.21466
C -6.79689 -2.58644 1.50105
C -5.40234 -2.87812 0.97454
C -4.39003 -3.07100 2.08469
O -5.03737 -1.86913 0.00448
P -4.41825 -0.41353 0.16737
S -5.42030 0.79445 -1.01127
S -2.45452 -0.55601 -0.37549
O -4.70467 -0.17506 1.71773
C -4.48024 0.94644 2.58989
C -3.01614 1.03446 2.94916
C -5.04118 2.24930 2.05029
H -7.14309 -3.43347 2.09739
H -7.49352 -2.42450 0.67830
H -6.78455 -1.69560 2.12870
H -5.43472 -3.78217 0.36355
H -4.36163 -2.20601 2.74308
H -3.39803 -3.23271 1.67868
H -4.66923 -3.94695 2.67474
H -5.05555 0.67269 3.47864
H -2.40042 1.22038 2.06914
H -2.67110 0.10433 3.39630
H -2.85725 1.84225 3.66650
H -4.39269 2.66552 1.28020
H -5.11270 2.96400 2.87256
H -6.03066 2.10060 1.62017
*
```

Values from the calculation:
- E_HOMO (spin up / spin down): -4.807 / -4.808 eV

=====

Energy above the lowest of the compared OMol25 structures with the same formula, charge and spin across the listed records, respectively: 0.2516; 3.1225; 0.9104 eV.